1.
# C52H111NO4S

A 9-piece molecular cluster, C52H111NO4S overall (wB97M-V/def2-TZVPD, the OMol25 dataset).

The geometry in XYZ format:
```
169
Properties=species:S:1:pos:R:3
O -2.9454 -4.2354 -2.5760
N -2.1553 -3.7211 -1.8084
O -2.4863 -3.0407 -0.8449
C -0.7372 -3.7118 -2.1601
C -0.2952 -4.2881 -3.3531
C 1.0520 -4.2350 -3.6724
C 1.9762 -3.7188 -2.7847
C 1.5430 -3.1397 -1.5855
C 0.1821 -3.1042 -1.3181
H -1.0425 -4.7838 -3.9579
H 1.4079 -4.7806 -4.5370
H 3.0265 -3.5819 -3.0101
H 2.1938 -2.7906 -0.7965
H -0.1127 -2.5568 -0.4317
O 3.9427 -3.1813 3.3875
S 5.1548 -2.3933 3.4816
O 5.3817 -1.1056 2.8263
C 5.4985 -2.1617 5.2553
C 6.5707 -3.1769 5.6583
C 6.6390 -4.2671 4.5471
C 6.5763 -3.5258 3.2114
H 4.4764 -2.3580 5.5762
H 5.8144 -1.1356 5.4069
H 7.4884 -2.6456 5.8913
H 6.2292 -3.7705 6.5077
H 5.7164 -4.8514 4.6021
H 7.4465 -4.9590 4.7759
H 6.4829 -4.2071 2.3702
H 7.4355 -2.8593 3.1217
C -0.3917 4.8838 3.6980
C -0.8198 4.0838 2.4728
C -1.0142 4.9844 1.2878
C -1.8188 4.4257 0.1033
C -1.6344 5.0427 -1.2771
C -0.2751 4.8627 -1.9368
H 0.4821 5.4572 3.3768
H -0.1957 4.3485 4.6213
H -1.1837 5.6325 3.7871
H -0.2026 3.1902 2.3127
H -1.7687 3.5264 2.5272
H -0.0426 5.3480 0.9092
H -1.4457 5.9840 1.4425
H -1.5067 3.3778 -0.0194
H -2.8284 4.3386 0.5175
H -2.3667 4.4885 -1.8708
H -1.7770 6.1277 -1.3255
H 0.0728 3.8444 -1.7520
H -0.3282 5.0624 -3.0052
H 0.5046 5.4933 -1.5026
C 4.8976 -1.6850 -2.2818
C 5.5660 -1.4533 -0.9275
C 6.9395 -2.1008 -0.8075
C 7.7610 -1.4741 0.3483
C 9.0453 -2.3233 0.5112
C 9.9757 -1.8001 1.6127
H 3.9465 -1.1544 -2.2081
H 4.7963 -2.7647 -2.3785
H 5.5336 -1.2023 -3.0254
H 5.6667 -0.3956 -0.6624
H 4.8174 -1.8255 -0.2166
H 7.5388 -2.0695 -1.7238
H 6.8066 -3.1861 -0.7037
H 7.8763 -0.4195 0.0991
H 7.2893 -1.5709 1.3258
H 8.7051 -3.3154 0.8209
H 9.5507 -2.4489 -0.4472
H 9.6910 -0.8104 1.9747
H 9.9570 -2.4508 2.4853
H 10.9414 -1.6987 1.1168
C -8.4682 -4.3518 -8.1981
C -7.9963 -4.2102 -6.7383
C -7.5810 -2.7815 -6.3513
C -6.6372 -2.8981 -5.1596
C -6.1917 -1.5957 -4.4442
C -4.6816 -1.4338 -4.2321
H -8.9667 -5.3069 -8.3651
H -7.6050 -4.4612 -8.8642
H -8.9791 -3.4388 -8.4965
H -8.7944 -4.5396 -6.0696
H -7.1702 -4.9027 -6.5681
H -8.4624 -2.1675 -6.1567
H -7.0251 -2.2324 -7.1185
H -7.0815 -3.5316 -4.3891
H -5.6840 -3.3651 -5.4234
H -6.5201 -0.6475 -4.8789
H -6.6418 -1.6011 -3.4470
H -4.4438 -0.6595 -3.5082
H -4.1624 -2.3638 -3.9717
H -4.2002 -1.2858 -5.2073
C -3.9651 4.4560 7.3285
C -3.5344 3.6336 6.0668
C -4.6829 3.5829 5.0855
C -4.3026 2.5704 3.9895
C -5.4116 2.1773 3.0573
C -5.2399 0.8372 2.3306
H -4.2825 5.4581 7.0404
H -3.1957 4.4843 8.0982
H -4.8449 3.9539 7.7372
H -2.6871 4.1559 5.6192
H -3.2020 2.6816 6.4791
H -4.9154 4.5647 4.6634
H -5.6348 3.2135 5.4753
H -3.3955 2.7345 3.4053
H -4.1330 1.6351 4.5421
H -6.3111 2.0567 3.6751
H -5.7046 2.9225 2.3115
H -4.2164 0.4714 2.1781
H -5.6285 -0.0336 2.8674
H -5.6924 0.8960 1.3412
C 0.6425 -0.1595 -4.9224
C -0.1056 -0.1529 -6.2717
C -1.2005 -1.2138 -6.1984
C -2.0392 -1.1847 -7.5202
C -2.7441 -2.5197 -7.8252
C -2.9993 -2.7484 -9.3245
H -0.0954 -0.1242 -4.1178
H 1.2956 0.6959 -4.7332
H 1.2435 -1.0596 -4.7866
H -0.5774 0.8107 -6.4835
H 0.5756 -0.2614 -7.1182
H -1.9540 -0.9731 -5.4473
H -0.8293 -2.2346 -6.1265
H -2.7914 -0.4053 -7.6528
H -1.2895 -0.9787 -8.2946
H -2.2358 -3.3941 -7.4134
H -3.6714 -2.4794 -7.2439
H -2.1130 -3.1414 -9.8178
H -3.8896 -3.3677 -9.4592
H -3.3005 -1.8612 -9.8911
C -2.2673 0.3145 -0.6153
C -0.9933 0.9445 -1.1496
C 0.1704 1.0362 -0.1366
C 1.4442 1.7554 -0.6047
C 2.7832 1.1949 -0.0456
C 3.0257 1.4770 1.4353
H -2.9149 -0.2262 -1.3048
H -2.9684 1.1266 -0.3645
H -2.1732 -0.1726 0.3562
H -0.5489 0.3816 -1.9787
H -1.2310 1.9189 -1.5817
H 0.3453 0.0012 0.1893
H -0.2261 1.4550 0.7955
H 1.4934 1.7353 -1.6934
H 1.3077 2.7630 -0.2013
H 2.6075 0.1436 -0.2952
H 3.5922 1.5974 -0.6533
H 3.5267 0.6459 1.9365
H 3.5440 2.4088 1.6521
H 2.0823 1.5063 1.9945
C 2.9613 -0.0316 5.0260
C 1.6061 0.5951 5.3921
C 1.7826 2.1106 5.6972
C 0.5158 2.6007 6.4643
C 0.6492 4.0351 6.9831
C -0.6527 4.5232 7.5621
H 3.4350 -0.4017 5.9388
H 3.6284 0.6676 4.5358
H 2.6861 -0.9691 4.5338
H 0.8953 0.6460 4.5603
H 1.0464 0.1020 6.1848
H 1.9745 2.7089 4.8038
H 2.6507 2.3463 6.3248
H -0.2720 2.6050 5.6995
H 0.2058 1.8269 7.1642
H 1.3836 4.0740 7.7953
H 1.0331 4.7003 6.2071
H -1.5057 4.3348 6.9057
H -0.8939 3.9656 8.4743
H -0.5986 5.5619 7.8944
```

Summary:
Structure (SMILES) = O=[N+]([O-])c1ccccc1.O=S1(=O)CCCC1.CCCCCC.CCCCCC.CCCCCC.CCCCCC.CCCCCC.CCCCCC.CCCCCC
E_LUMO = -0.0159 Eh
Frontier orbital gap = 0.3511 hartree
ΔE to the lowest compared entry with this formula, charge and spin = 364.10 kJ/mol



2.
# C52H120F12N6O20

A 10-piece molecular cluster, C52H120F12N6O20 overall (wB97M-V/def2-TZVPD, the OMol25 dataset).

The geometry in XYZ format:
```
210
Properties=species:S:1:pos:R:3
C -1.3476 -0.1756 1.8181
O -0.2720 -0.9358 2.2359
O -1.5392 0.8101 2.8474
C -1.0367 0.3290 0.3773
F -2.1363 0.2728 -0.2930
F -0.6583 1.6410 0.1608
F -0.1471 -0.4197 -0.3366
C -0.1725 -2.2268 1.7375
C 1.2226 -2.8730 1.9822
H 1.9025 -2.4326 1.2529
H 1.7587 -2.7846 2.9271
H 1.1838 -3.9608 1.9261
H -0.4397 -2.3839 0.6925
H -0.9396 -2.8905 2.1366
H -2.3106 -0.6625 1.6646
C 0.3362 9.3298 -5.8970
O 0.4652 10.7167 -6.1235
O 0.1793 8.7912 -7.2380
C 1.6004 8.6685 -5.0627
F 2.6388 8.6739 -5.8013
F 1.9013 9.4444 -3.9767
F 1.3961 7.4181 -4.7463
C -0.0277 11.5676 -5.0996
C 0.0969 13.0827 -5.5111
H -0.5342 13.1373 -6.3981
H -0.3244 13.7266 -4.7390
H 1.0621 13.4167 -5.8918
H 0.5694 11.4767 -4.1922
H -1.0611 11.4680 -4.7675
H -0.5249 9.0335 -5.2980
C 9.0544 -9.3278 -0.6349
O 9.9123 -8.8489 0.3759
O 8.1407 -10.2149 -0.0892
C 8.5188 -7.9465 -1.2982
F 7.5168 -7.9922 -2.1136
F 8.2063 -6.9796 -0.3921
F 9.3921 -7.3372 -2.1235
C 11.3176 -9.0232 0.2577
C 11.8404 -8.2265 1.4541
H 11.5424 -8.8386 2.3054
H 12.9183 -8.1780 1.6083
H 11.3087 -7.2918 1.6321
H 11.7142 -8.5739 -0.6527
H 11.5141 -10.0790 0.4438
H 9.6967 -9.7890 -1.3851
C -0.9757 -14.9246 4.0574
O -0.7317 -13.6011 3.8213
O 0.2885 -15.5825 3.8640
C -1.8867 -15.1125 5.3544
F -3.1995 -15.0322 4.9909
F -1.8012 -16.3601 6.0023
F -1.7342 -14.1329 6.2636
C -1.1335 -13.0717 2.5294
C -0.4092 -11.7374 2.4323
H 0.6571 -11.8721 2.2510
H -0.9851 -11.1581 1.7105
H -0.4306 -11.1759 3.3663
H -2.1992 -12.8474 2.4835
H -1.1519 -13.7537 1.6793
H -1.5262 -15.3849 3.2370
C -10.1852 5.1964 -0.4391
O -8.8896 5.8777 -0.4219
C -8.2890 5.8215 0.8418
C -7.2821 7.0909 1.0957
N -7.6194 8.4032 0.4262
H -8.6244 8.3764 0.3303
H -7.3758 9.1598 1.0493
C -7.0337 8.4819 -1.0347
C -7.5642 9.7572 -1.6698
O -7.1725 10.9699 -1.0833
C -8.0946 11.9827 -1.5699
H -10.7343 5.2394 -1.3797
H -10.8713 5.6650 0.2664
H -10.0558 4.1785 -0.0716
H -7.7696 4.8665 0.9228
H -9.0699 5.7343 1.5973
H -6.2273 6.8664 0.9369
H -7.2833 7.4286 2.1321
H -7.3436 7.6436 -1.6586
H -5.9553 8.4183 -0.8896
H -8.6436 9.6113 -1.6281
H -7.2713 9.8000 -2.7188
H -9.1333 11.7573 -1.3279
H -7.9937 12.1346 -2.6445
H -7.7640 12.9406 -1.1682
C -2.0711 -0.9776 13.4635
O -2.1838 -0.6805 12.1001
C -3.4698 -0.6383 11.5157
C -3.3461 0.0465 10.0432
N -2.2331 -0.3988 9.1297
H -2.2828 -0.0431 8.1857
H -1.3994 0.0746 9.4473
C -1.7297 -1.8288 9.3551
C -2.7651 -2.8859 9.0003
O -3.4070 -2.7113 7.7423
C -4.0473 -3.7810 7.1439
H -1.0515 -1.0521 13.8416
H -2.6512 -1.8710 13.6945
H -2.5367 -0.1316 13.9690
H -4.0341 0.1700 11.9807
H -3.9194 -1.6209 11.6591
H -3.2850 1.1332 10.1018
H -4.2012 -0.0999 9.3833
H -1.2733 -1.8493 10.3447
H -0.8774 -1.9387 8.6846
H -3.4531 -3.1133 9.8146
H -2.2875 -3.8647 8.9566
H -3.3074 -4.5792 7.2038
H -4.4355 -3.7151 6.1275
H -4.8211 -4.1366 7.8242
C -0.2340 -2.1438 -7.3015
O -0.0616 -0.6933 -7.6106
C -0.9555 -0.2599 -8.6342
C -0.6638 1.1488 -9.1327
N 0.9127 1.2029 -9.1738
H 1.0956 2.1787 -8.9884
H 1.1254 0.6137 -8.3815
C 1.4540 0.9775 -10.5987
C 2.8612 0.3781 -10.5846
O 3.5394 1.0300 -9.5264
C 4.7899 0.5009 -9.1534
H 0.4567 -2.5292 -6.5515
H -0.0714 -2.5709 -8.2911
H -1.2771 -2.2942 -7.0232
H -1.9669 -0.3603 -8.2403
H -0.8947 -0.9349 -9.4879
H -0.9192 1.9237 -8.4099
H -1.1275 1.4079 -10.0845
H 1.5532 1.9890 -10.9924
H 0.8926 0.4312 -11.3567
H 3.3057 0.5095 -11.5711
H 2.7919 -0.7088 -10.5407
H 4.9223 0.7956 -8.1123
H 5.4768 0.9698 -9.8580
H 4.8450 -0.5837 -9.2458
C -7.6349 4.9467 -8.2621
O -6.9842 6.0567 -8.9107
C -7.8372 6.9579 -9.5392
C -6.9507 7.9767 -10.3402
N -5.9530 7.2634 -11.2099
H -5.4630 7.9774 -11.7296
H -5.2133 6.9494 -10.5980
C -6.4014 6.1701 -12.1810
C -7.2827 6.7933 -13.2501
O -8.6281 7.1414 -12.7817
C -9.4835 7.4365 -13.8744
H -6.9656 4.2012 -7.8327
H -8.1802 4.4118 -9.0396
H -8.3563 5.3826 -7.5709
H -8.5393 7.3428 -8.7995
H -8.5661 6.3771 -10.1044
H -6.3071 8.6748 -9.8048
H -7.4395 8.7177 -10.9727
H -6.9396 5.4497 -11.5650
H -5.4779 5.7507 -12.5802
H -7.3199 6.0107 -14.0079
H -6.8895 7.6396 -13.8135
H -10.4445 7.8330 -13.5468
H -9.5991 6.6673 -14.6380
H -8.9833 8.2825 -14.3458
C 8.4545 -7.6036 8.2372
O 8.2146 -8.8402 7.5095
C 7.1097 -8.8319 6.6685
C 6.2437 -10.0437 6.9409
N 6.9182 -11.2997 6.3099
H 7.1028 -11.1478 5.3286
H 7.8524 -11.3288 6.6928
C 6.3516 -12.6964 6.6281
C 5.9129 -12.8513 8.1338
O 7.1297 -12.3138 8.8635
C 6.8686 -12.1766 10.2542
H 9.4296 -7.4908 8.7110
H 7.7793 -7.4720 9.0827
H 8.4088 -6.6678 7.6800
H 7.3337 -8.7085 5.6089
H 6.4192 -8.0331 6.9391
H 5.2289 -9.9624 6.5514
H 6.0670 -10.1585 8.0104
H 7.0268 -13.4769 6.2772
H 5.5316 -12.7923 5.9164
H 5.6969 -13.8813 8.4176
H 5.0170 -12.2803 8.3777
H 5.8211 -12.0511 10.5282
H 7.4014 -11.2860 10.5874
H 7.1683 -13.1428 10.6599
C 6.5325 2.1995 0.5050
O 6.0766 3.2723 1.3847
C 4.9549 3.0430 2.2092
C 4.6934 4.4352 2.8501
N 3.6703 4.4221 4.0419
H 3.0474 3.6588 3.8195
H 4.1750 4.1014 4.8558
C 2.9437 5.7583 4.4416
C 3.9546 6.8179 4.9459
O 5.0151 7.0843 4.0594
C 5.7625 8.3082 4.2603
H 7.3648 2.5291 -0.1169
H 5.6493 1.8071 0.0009
H 7.0542 1.4281 1.0715
H 5.1865 2.2628 2.9343
H 4.1835 2.5751 1.5976
H 4.1013 5.0470 2.1695
H 5.6088 4.9841 3.0710
H 2.2129 5.4560 5.1917
H 2.4413 5.9381 3.4912
H 4.5083 6.4908 5.8260
H 3.4509 7.7070 5.3252
H 5.9510 8.8758 3.3491
H 6.7468 8.0731 4.6653
H 5.3157 9.1005 4.8609
```

Summary:
Net charge = +2
E_LUMO = -0.1457 Eh
Frontier orbital gap = 0.0458 hartree
ΔE to the lowest compared entry with this formula, charge and spin = 1301.40 kJ/mol